Entry 1:
# C35H38F18NO14PS

7 unconnected molecules or ions with the total composition C35H38F18NO14PS in a non-equilibrium geometry (ωB97M-V/def2-TZVPD, OMol25).

Geometry as XYZ:
```
108
Properties=species:S:1:pos:R:3:lowdin_charge:R:1
H -6.902 -4.013 -3.419 0.128
F -5.445 -4.650 0.999 0.142
F 2.450 -3.518 -6.516 0.147
C -6.970 -6.155 -3.056 -0.062
C 6.649 4.153 6.197 -0.062
O -1.857 -7.215 5.465 0.158
O -3.859 6.181 2.270 0.051
H -1.288 5.449 -4.400 0.076
C 6.300 0.718 -0.595 -0.197
H 0.398 5.951 -4.605 0.087
F -3.624 -3.773 0.231 0.135
H 5.979 0.085 -1.428 0.126
H -1.795 -4.356 3.109 0.121
O 2.025 -2.643 -3.993 0.019
F -2.723 1.266 -5.244 0.148
H -0.543 5.122 -6.798 0.127
H 0.441 -0.105 1.010 0.044
C 3.676 -0.263 1.833 -0.491
O 4.290 4.182 4.104 0.165
H 2.595 -1.748 -2.250 0.112
C -0.282 5.097 -4.640 -0.068
H 7.358 0.506 -0.424 0.127
H 6.762 6.276 5.899 0.126
F -1.912 -4.616 7.720 0.149
C -5.401 -4.124 -1.342 -0.359
F 2.327 -0.199 1.842 0.105
C -1.356 -0.532 -0.384 -0.092
H 7.659 3.934 5.841 0.084
C -2.388 3.448 -6.180 -0.357
H -3.260 3.163 3.210 0.109
C -3.604 -5.430 3.539 -0.060
F 5.080 5.999 1.514 0.157
H 5.114 5.666 5.910 0.127
F 0.874 -2.034 -6.619 0.152
F 4.602 3.892 1.358 0.145
F -4.461 2.246 -6.081 0.152
H -3.940 -6.319 4.079 0.080
H -7.324 -6.844 -2.283 0.084
H -8.349 -4.576 -2.596 0.126
O 0.103 -3.843 -4.019 0.164
C -0.587 3.107 -0.249 0.074
C -2.296 4.396 1.429 -0.025
O -4.685 -4.111 -2.315 0.161
H -3.485 -1.331 -1.264 0.064
C -1.324 5.912 -0.460 -0.281
C -0.131 0.402 0.156 -0.166
H -5.895 -6.322 -3.160 0.078
O -1.057 3.251 -6.016 0.018
C -2.887 5.888 1.506 -0.312
C 6.118 2.191 -0.906 -0.058
H -3.061 -0.702 2.338 -0.020
C 4.275 0.148 0.491 -0.350
O -2.901 4.535 -6.305 0.162
H 6.708 2.477 -1.779 0.087
C -4.966 -3.779 0.080 -0.504
F 4.001 -1.534 2.166 0.159
H 5.069 2.426 -1.107 0.079
H 6.423 2.804 -0.056 0.058
F -5.397 -2.553 0.459 0.141
H -3.884 -5.538 2.490 0.060
O 5.606 0.365 0.612 0.026
C -2.541 3.114 2.304 0.020
H 6.665 4.224 7.287 0.084
H -4.143 -4.578 3.964 0.088
O -0.754 6.332 -1.515 0.054
F 0.393 -4.140 -6.767 0.152
C -1.656 -6.084 5.842 -0.358
H 0.117 3.085 -1.153 0.109
P -2.154 0.245 2.959 0.359
H 0.591 0.612 -0.718 0.110
H 1.850 -4.720 -2.219 0.078
O -6.723 -4.418 -1.375 0.018
F 6.657 4.518 1.627 0.144
C 1.016 -3.310 -4.605 -0.357
C -1.791 1.761 1.882 -0.290
C 2.480 -3.870 -1.946 -0.057
C -0.854 1.797 0.613 -0.122
H -1.618 7.390 1.101 0.155
C -1.329 4.427 0.180 -0.009
C -1.227 -5.685 7.251 -0.501
O 3.664 0.241 -0.549 0.142
C 5.207 4.719 3.528 -0.356
F -1.406 -6.674 8.153 0.151
H 0.946 -2.355 -2.223 0.120
C 6.134 5.440 5.583 -0.206
C -0.242 4.433 -6.003 -0.205
H 3.487 -4.092 -2.311 0.083
H 6.022 3.302 5.917 0.078
H 0.001 4.387 -3.858 0.073
N -2.118 6.690 0.528 0.103
H -7.451 -6.408 -4.003 0.084
C 1.962 -2.583 -2.559 -0.203
F -2.927 1.462 -7.393 0.153
S -0.531 -0.678 3.597 0.095
C 1.182 -3.254 -6.121 -0.501
C 5.385 4.778 2.013 -0.494
H -2.815 0.715 4.170 -0.013
F 4.101 0.516 2.854 0.158
C -2.397 -1.184 -0.887 0.066
H -1.549 -6.088 3.278 0.128
H 0.779 4.115 -6.227 0.125
C -2.106 -5.235 3.678 -0.199
F 0.084 -5.351 7.306 0.153
O -1.751 -4.990 5.048 0.018
C -3.124 2.112 -6.222 -0.501
C -7.269 -4.720 -2.669 -0.205
O 6.209 5.385 4.150 0.018
H 2.506 -3.796 -0.857 0.081
```

Results
HOMO level in eV: -8.812
LUMO energy in eV: -1.63
Multiplicity: 1
E_tot in eV: -136097.9557
Orbital gap in eV: 7.1775

=====

Entry 2:
# C35H38F6O9PS2Y

A molecular structure, C35H38F6O9PS2Y in a non-equilibrium geometry (ωB97M-V/def2-TZVPD, OMol25).

Geometry as XYZ:
```
92
Properties=species:S:1:pos:R:3:lowdin_spin:R:1
F 5.200 2.365 -2.028 0.000
F 3.404 1.867 -3.400 0.000
S 3.830 -1.801 1.719 0.010
H 0.875 3.957 -0.705 0.000
C -2.031 1.223 5.126 0.000
C 0.347 -3.984 0.068 0.005
C -2.099 2.297 4.248 0.000
C -1.308 0.688 0.883 0.000
H 1.441 4.665 2.677 0.000
C 2.406 -1.093 -5.014 0.001
C -1.405 -0.778 0.367 0.000
C -3.597 1.666 0.260 0.000
H -2.053 3.637 -2.662 0.000
H 0.782 -3.493 0.924 0.006
C 1.092 -0.688 -4.853 0.001
O 1.368 -1.332 -0.256 0.174
O -1.943 -1.508 -1.793 0.000
C 0.436 -0.902 -3.644 0.003
H 4.362 2.266 3.313 0.000
C -3.057 -1.775 -0.954 0.000
P 3.658 2.068 -1.853 0.000
H 1.883 2.871 4.317 0.000
O 4.536 -1.877 2.973 0.055
O 4.049 -2.825 0.746 0.010
H 4.211 0.492 3.336 0.000
H -4.039 -0.032 -1.726 0.000
C -0.494 -6.007 -0.932 0.000
H -0.836 -1.426 1.038 0.001
C 0.450 -1.782 -1.218 0.011
C 0.153 -3.277 -1.107 0.002
C -1.604 -0.240 3.261 0.000
H -5.469 2.517 -0.333 0.000
H 0.571 -0.195 -5.665 0.000
H -0.508 -3.447 -3.141 0.000
F 3.270 3.613 -1.930 0.000
H -2.173 1.373 6.189 0.000
H -4.041 1.101 1.071 0.000
S 1.806 -1.781 2.330 0.712
C -1.918 2.096 2.889 0.000
O 3.902 -0.427 1.133 0.002
O 1.720 3.410 1.047 0.000
F 2.020 1.717 -1.530 0.000
C 2.031 3.795 2.366 0.000
C -0.861 -0.942 -1.058 -0.001
C 1.006 4.364 0.293 0.000
C -1.786 -0.046 4.626 0.000
H 2.936 -2.371 -1.920 0.000
H -2.404 -3.725 -0.299 0.000
H -2.294 3.295 4.621 0.000
C -3.858 3.180 -1.591 0.000
H -0.645 0.044 -1.475 0.000
H 3.535 1.456 4.674 0.000
F 3.780 2.194 -0.198 0.000
H 3.090 4.075 2.427 0.000
H -0.625 2.241 -1.212 0.000
C 1.091 -1.517 -2.586 0.008
H 1.568 5.301 0.217 0.000
C -0.678 -5.314 -2.124 0.000
C -2.226 1.577 0.031 0.000
H -3.380 -3.740 -1.774 0.000
H -4.567 -1.557 -2.468 0.000
C -1.661 0.826 2.371 0.000
H 4.101 -2.013 -4.066 0.000
O 0.010 1.044 0.705 -0.001
H -1.422 -1.243 2.903 0.000
C 1.704 2.629 3.264 0.000
H -1.962 2.940 2.211 0.000
H 0.199 -5.856 1.094 0.000
H -0.740 -7.059 -0.865 0.000
Y 2.031 0.556 0.532 -0.005
H 0.024 4.557 0.738 0.000
C -4.406 2.461 -0.534 0.000
C -2.497 3.090 -1.839 0.000
C -4.271 -1.078 -1.533 0.000
O 2.477 1.483 2.902 0.002
F 3.903 0.487 -1.628 0.000
C -0.358 -3.971 -2.207 0.000
C 0.025 -5.334 0.161 0.001
H -1.071 -5.822 -2.997 0.000
H 0.658 2.347 3.145 0.000
H -4.486 3.802 -2.217 0.000
H -1.734 -0.894 5.298 0.000
H -4.155 -3.460 -0.203 0.000
H 2.922 -0.913 -5.949 0.000
C 2.416 -1.920 -2.757 0.002
C -3.259 -3.270 -0.797 0.000
H -0.595 -0.587 -3.545 0.000
O -2.759 -1.205 0.315 0.000
C -1.690 2.298 -1.030 0.000
C 3.725 1.424 3.598 0.001
C 3.066 -1.711 -3.959 0.000
H -5.106 -1.137 -0.833 0.000
```

Results
HOMO level (spin up / spin down) in eV: -6.164 / -6.129
Charge: -1
LUMO energy (spin up / spin down) in eV: 2.40 / 0.55
Multiplicity: 2
E_tot in eV: -103659.9574
Orbital gap (spin up / spin down) in eV: 8.5667 / 6.6783

=====

> The highest multiplicity belongs to which entry?

C35H38F6O9PS2Y